The following is a quantum chemistry calculation of an isolated molecule of C25H33N3O4, from the OMol25 dataset.

CARTESIAN COORDINATES (ANGSTROEM)
O  1.097  3.322  -0.839
O  8.567  -0.489  -0.510
O  0.330  -0.615  -0.938
O  -3.099  3.104  -0.322
N  5.886  -1.260  0.031
N  2.051  0.564  0.007
N  -2.807  0.856  -0.659
C  -4.075  0.310  -0.429
C  -0.490  4.257  0.508
C  -4.211  -1.073  -0.521
C  -7.904  -1.555  0.227
C  0.770  0.354  -0.353
C  -5.189  1.082  -0.121
C  -0.044  1.542  0.122
C  -8.377  -2.288  -1.030
C  6.682  -0.549  1.017
C  -0.921  2.252  -0.916
C  -2.405  2.151  -0.598
C  0.370  3.629  1.302
C  2.305  1.829  0.675
C  6.765  -2.094  -0.773
C  -6.411  0.468  0.088
C  4.787  -2.006  0.620
C  -5.437  -1.670  -0.309
C  3.612  -1.093  0.969
C  1.045  2.623  0.399
C  -6.560  -0.910  -0.002
C  7.807  -1.206  -1.453
C  3.114  -0.365  -0.281
C  7.728  0.302  0.296
C  -7.855  -2.508  1.424
C  -0.277  3.674  -0.873
H  -0.512  4.310  -1.720
H  4.448  -2.737  -0.117
H  2.806  -1.696  1.389
H  -0.600  1.267  1.022
H  -1.231  4.994  0.739
H  6.172  -2.603  -1.535
H  -7.172  -3.332  1.234
H  -3.347  -1.677  -0.760
H  -7.517  -1.981  2.313
H  7.214  1.052  -0.325
H  8.515  -1.809  -2.024
H  -8.627  -0.764  0.452
H  7.194  -1.250  1.700
H  -8.407  -1.605  -1.877
H  -8.843  -2.919  1.619
H  -9.374  -2.695  -0.877
H  0.522  3.706  2.360
H  7.282  -2.851  -0.158
H  5.107  -2.558  1.521
H  -7.706  -3.107  -1.276
H  3.181  2.317  0.241
H  8.377  0.807  1.014
H  3.915  -0.364  1.722
H  2.714  -1.088  -0.995
H  -0.739  1.833  -1.911
H  -5.515  -2.744  -0.387
H  6.035  0.103  1.605
H  -5.095  2.152  -0.047
H  2.458  1.688  1.750
H  -2.092  0.172  -0.888
H  7.294  -0.505  -2.129
H  -7.269  1.081  0.326
H  3.952  0.167  -0.741

Output
E_HOMO, eV: -8.1968
SMILES: CC(C)c1ccc(NC(=O)[C@@H]2[C@H]3C(=O)N(CCCN4CCOCC4)C[C@]34C=C[C@H]2O4)cc1
Charge: 0
DFT total energy, eV: -39121.0760
2S+1: 1
LUMO level, eV: 0.6173